The following is a DFT calculation (ωB97M-V with the def2-TZVPD basis set) of a single C5H11NO molecule.

CARTESIAN COORDINATES (ANGSTROEM)
1 O 2.65663 0.17347 1.00404
2 N -0.70669 0.25131 -1.58516
3 C -1.13808 -0.74737 -2.58450
4 C -0.41785 0.52522 0.88068
5 C 0.47712 0.13393 2.05830
6 C -0.14957 -0.30304 -0.37177
7 C 1.91279 0.54912 1.86846
8 H -1.85972 -1.38472 -2.09847
9 H -0.58680 -1.28651 -0.12762
10 H -0.02864 0.88502 -1.97910
11 H -0.27910 1.59433 0.67915
12 H 0.90187 -0.57863 -0.47072
13 H 2.26439 1.28295 2.62383
14 H 0.34555 -0.89243 2.41569
15 H -0.28456 -1.25212 -3.03268
16 H -1.47551 0.48316 1.13354
17 H 0.09981 0.73345 2.88379
18 H -1.73165 -0.16715 -3.29748

- structure (SMILES) = CNCCCC=O
- total charge = 0
- energy above the lowest of the compared OMol25 structures with the same formula, charge and spin (kcal/mol) = 40.7
- E_HOMO (eV) = -8.688
- lowest unoccupied orbital energy (eV) = 1.0

---

The following is a DFT calculation (ωB97M-V with the def2-TZVPD basis set) of a single C6H6N2O molecule.

CARTESIAN COORDINATES (ANGSTROEM)
1 O -1.21411 0.15668 0.85932
2 N 1.42917 1.75456 2.55874
3 N -0.29713 -1.93780 0.27483
4 C 1.19790 0.15362 0.55006
5 C 0.40725 0.54448 -0.73883
6 C -1.17552 1.44168 0.50225
7 C 1.39412 1.08416 1.62729
8 C -0.10988 -0.49118 0.31663
9 C -0.37107 1.68102 -0.51632
10 H 0.14513 -2.43177 0.97514
11 H 2.01623 -0.55941 0.29437
12 H -1.94987 2.13381 1.04123
13 H 0.86258 0.31480 -1.78411
14 H -1.31983 -1.97506 0.53212
15 H -0.20980 2.59834 -1.00592

- structure (SMILES) = N#C[C@@H]1[C@@H]2C=CO[C@]12N
- total charge = 0
- energy above the lowest of the compared OMol25 structures with the same formula, charge and spin (kcal/mol) = 53.0
- E_HOMO (eV) = -9.020
- lowest unoccupied orbital energy (eV) = 0.9

---

The following is a DFT calculation (ωB97M-V with the def2-TZVPD basis set) of a 3-piece molecular cluster, C5H15NO2 overall.

CARTESIAN COORDINATES (ANGSTROEM)
1 O 0.73813 1.99238 1.48160
2 O 3.38701 -0.31633 -0.52492
3 N 0.14175 1.48783 -1.48085
4 C -0.18708 0.20237 -1.30672
5 C -1.58496 -1.10390 0.50397
6 C -0.94503 -0.76492 1.83836
7 C 0.66579 -0.81772 -1.67974
8 C -1.51290 -0.03877 -0.65947
9 H 1.61135 -0.62453 -2.18378
10 H -1.25647 -2.08199 0.16668
11 H -0.95368 -1.64381 2.49018
12 H -1.40394 -0.03949 2.50889
13 H -0.59227 2.12077 -1.19324
14 H 0.49598 1.29739 0.83962
15 H 2.55495 -0.29675 -0.03117
16 H 0.51231 -1.88910 -1.67360
17 H 0.09301 -0.41756 1.89192
18 H -2.10888 0.81984 -0.36319
19 H -2.65862 -1.12001 0.68608
20 H 4.10537 0.02959 0.01997
21 H -2.08477 -0.59908 -1.40827
22 H 0.08018 2.05066 2.18343
23 H 0.90275 1.75313 -2.10574

- spin multiplicity = 2
- total charge = +1
- energy above the lowest of the compared OMol25 structures with the same formula, charge and spin (kcal/mol) = 26.9
- expectation value of S² = 0.7617
- E_HOMO (alpha / beta) (eV) = -15.071 / -15.113
- lowest unoccupied orbital energy (alpha / beta) (eV) = -3.7 / -7.4

---

The following is a DFT calculation (ωB97M-V with the def2-TZVPD basis set) of C31H27N3O2S4W as an isolated structure.

CARTESIAN COORDINATES (ANGSTROEM)
1 W -0.81572 0.15598 -1.58265
2 S 0.91665 2.15257 -1.73385
3 S -2.55015 -1.33018 -1.50404
4 S -1.37324 1.24448 1.33115
5 S -0.38713 -0.01525 -3.82884
6 O -2.01541 1.53599 -1.22977
7 O 0.64755 -1.17635 -1.10626
8 N 0.23696 -0.74883 1.06359
9 N -0.55737 0.07630 0.43313
10 N 1.10764 1.89097 1.18038
11 C 3.38658 -4.69224 1.15890
12 C 2.81903 2.92782 -5.20289
13 C 2.47461 1.92232 -0.78863
14 C 2.76481 -3.95900 2.16504
15 C -3.71229 0.89881 2.66235
16 C 2.28513 2.22637 0.68111
17 C 1.83478 2.34386 3.38715
18 C 2.41895 2.96205 -3.87736
19 C 1.28574 1.12361 -5.62299
20 C -0.45397 1.28160 2.88900
21 C -4.18329 2.29104 -1.87619
22 C 0.88852 1.13974 -4.28960
23 C -2.50622 -3.95017 1.51449
24 C -2.88460 -1.83759 2.56892
25 C -2.85906 -1.15514 1.35229
26 C 1.47043 2.05692 -3.41715
27 C 2.36801 -3.31145 -0.51892
28 C 1.94322 -2.89925 1.83758
29 C -2.48072 -3.30693 0.28597
30 C -3.34731 1.58101 -0.87485
31 C 0.86412 -1.48163 0.13053
32 C -2.63865 -1.93016 0.18957
33 C 1.74172 -2.57207 0.49105
34 C 2.25232 2.00757 -6.07329
35 C 3.18856 -4.36928 -0.17950
36 C -3.04245 0.35451 1.38807
37 C -2.70772 -3.20893 2.65888
38 C -3.79442 0.96441 0.22040
39 C 3.05004 2.77566 2.86817
40 C 0.88584 1.89331 2.48702
41 C 3.29746 2.70269 1.50273
42 H -2.75032 -3.69077 3.62623
43 H -3.15903 0.67445 3.57154
44 H -4.14988 1.75594 -2.82802
45 H 4.25738 2.99464 1.09909
46 H 2.80499 0.89013 -0.91876
47 H 1.45164 -2.32321 2.60950
48 H 3.67463 -4.94620 -0.95389
49 H -3.78745 3.29412 -2.04129
50 H -3.83363 1.97962 2.58201
51 H -3.07200 -1.29658 3.48465
52 H 2.20131 -3.05315 -1.55583
53 H 4.02975 -5.52196 1.42010
54 H 3.81611 3.14909 3.53422
55 H -1.02874 1.90796 3.57274
56 H -0.34710 0.27428 3.29183
57 H 2.83395 3.70642 -3.20957
58 H 3.21377 2.57749 -1.24473
59 H -5.21534 2.36432 -1.54540
60 H 2.92582 -4.21955 3.20197
61 H 2.55623 1.98092 -7.11056
62 H 3.56074 3.63048 -5.55623
63 H -2.33567 -3.88314 -0.61890
64 H -4.70429 0.45757 2.75392
65 H -4.86565 0.98284 0.38321
66 H 0.83443 0.41386 -6.30361
67 H -2.37844 -5.02298 1.56264
68 H 1.64788 2.35827 4.45247

- total charge = +2
- E_HOMO (alpha / beta) (eV) = -13.953 / -13.925
- lowest unoccupied orbital energy (alpha / beta) (eV) = -7.8 / -7.4

---

The following is a DFT calculation (ωB97M-V with the def2-TZVPD basis set) of a 3-piece molecular cluster, C4H14N2O2 overall.

CARTESIAN COORDINATES (ANGSTROEM)
1 O 0.08298 -0.96636 2.94438
2 O 1.50193 3.37177 1.65309
3 N -0.80930 -1.89272 0.25725
4 N 1.17856 1.24831 -1.66810
5 C 0.13703 -1.20619 -0.53467
6 C -0.24221 1.18074 -1.53910
7 C -1.43619 -2.85121 -0.36205
8 C -0.55515 0.23303 -0.41397
9 H -2.20066 -3.41831 0.14950
10 H 0.18074 -1.04289 3.89694
11 H 1.57743 0.84793 -2.50551
12 H -0.40651 0.74211 0.55301
13 H -1.73598 0.25500 -0.32938
14 H -1.34418 -3.28884 -1.29678
15 H 1.21537 -1.18567 -0.23238
16 H -0.54499 0.98308 -2.57174
17 H 0.17771 -1.76770 2.56097
18 H 1.24416 2.47028 1.26945
19 H 0.15595 -1.61006 -1.73494
20 H -0.65068 2.16635 -1.16653
21 H 0.83517 3.65116 2.35132
22 H 1.63883 2.08018 -1.28076

- spin multiplicity = 2
- total charge = +1
- energy above the lowest of the compared OMol25 structures with the same formula, charge and spin (kcal/mol) = 106.4
- expectation value of S² = 0.7553
- E_HOMO (alpha / beta) (eV) = -13.911 / -13.875
- lowest unoccupied orbital energy (alpha / beta) (eV) = -3.4 / -8.5

---

The following is a DFT calculation (ωB97M-V with the def2-TZVPD basis set) of C37H57ClIKN2O2P2S3Si4 as an isolated structure.

CARTESIAN COORDINATES (ANGSTROEM)
1 I 6.01023 -0.27689 -1.71104
2 K 0.96324 -0.00249 1.11792
3 Cl 7.32489 -4.47313 1.91252
4 S 1.11060 -0.08379 -2.55609
5 S -0.68229 1.05933 3.72859
6 S 0.71182 -0.51121 5.89564
7 P -1.52911 -2.59666 1.62894
8 P 0.83510 -3.17649 -0.44287
9 Si -2.27020 5.34693 -0.83169
10 Si -3.40821 2.17676 -1.95229
11 Si -1.61194 3.63759 -2.27075
12 Si -2.26397 4.58842 -4.29047
13 O 3.33574 -0.59636 -0.03709
14 O 0.08128 -0.20328 -1.46968
15 N 2.65440 -2.25214 2.03160
16 N 1.94569 0.42914 3.81223
17 C -1.89776 -2.42599 3.41989
18 C 2.32815 -3.03742 3.02733
19 C 0.26220 -4.54666 0.66083
20 C 2.41271 -0.82630 5.75880
21 C 5.49800 -1.54353 -0.13038
22 C -3.07704 1.00785 -0.50192
23 C 0.74866 0.38937 4.34310
24 C 2.27577 -3.95554 -1.28259
25 C 6.43169 -2.46984 0.33498
26 C 5.06832 -1.10177 5.06028
27 C 0.44907 -6.79469 1.55433
28 C -4.10173 4.84109 -4.71672
29 C 0.87037 -5.80257 0.68298
30 C -3.82206 6.37856 -1.22563
31 C 3.25635 -1.54562 6.59431
32 C 6.11656 -3.32662 1.35120
33 C 3.88752 -2.35431 1.48560
34 C -1.21727 -5.30728 2.41422
35 C -0.89328 6.64699 -0.68139
36 C -3.65260 1.02626 -3.44917
37 C 4.83795 -3.29343 1.95764
38 C 3.19494 -4.00612 3.55884
39 C -3.22822 -2.94585 1.00805
40 C -1.60939 3.55441 -5.75032
41 C 2.88322 -0.23370 4.57254
42 C 4.59048 -1.68100 6.23779
43 C -0.79125 -4.29306 1.55848
44 C 0.23355 0.59017 -3.97135
45 C -5.14584 2.88336 -1.62979
46 C -0.41139 -3.37917 -1.79126
47 C 2.08675 1.37344 -2.19334
48 C -2.55212 4.70029 0.92471
49 C 4.44374 -4.13382 3.02305
50 C -0.60767 -6.55175 2.42036
51 C 4.18630 -1.41710 0.38038
52 C 4.22970 -0.37904 4.23127
53 C -1.47734 6.30095 -4.55137
54 H -3.90596 1.57925 -4.35725
55 H -4.59783 5.48040 -3.98213
56 H 1.39256 2.19109 -1.98586
57 H -3.92100 0.32465 -0.35020
58 H -2.30819 -1.42727 3.57562
59 H -3.71092 -3.75761 1.55799
60 H -0.94564 -7.32074 3.10492
61 H 2.86997 -4.62450 4.38552
62 H -0.51917 3.48093 -5.70720
63 H 1.70041 -6.00951 0.02029
64 H -3.81808 -2.03378 1.11454
65 H 7.41638 -2.51129 -0.11186
66 H -0.47230 -0.17005 -4.30357
67 H -2.17771 0.41980 -0.70443
68 H 6.10672 -1.23472 4.78099
69 H -0.29124 1.49275 -3.64919
70 H -2.00664 2.53605 -5.72014
71 H -2.03093 -5.11696 3.10438
72 H -0.05670 -2.82382 -2.66110
73 H -3.99799 7.11174 -0.43028
74 H 2.87909 -1.99981 7.50277
75 H -5.17743 3.45970 -0.70182
76 H -3.19365 -3.20086 -0.05116
77 H -4.46030 0.31404 -3.24840
78 H 2.03796 -4.87515 -1.82414
79 H -4.21180 5.30167 -5.70530
80 H 2.65606 -3.21426 -1.98873
81 H 0.95056 -7.75548 1.55964
82 H -0.39688 6.25554 -4.39363
83 H -1.88636 4.00099 -6.71161
84 H 4.58696 0.05544 3.30529
85 H -0.97105 -2.46767 3.99448
86 H -4.71222 5.75241 -1.31724
87 H -3.70160 6.92506 -2.16552
88 H -4.62887 3.88392 -4.73066
89 H -2.59598 -3.17589 3.79894
90 H -5.86976 2.06513 -1.54131
91 H -2.91001 1.55109 0.43157
92 H -2.74281 0.45370 -3.64812
93 H -1.17674 7.44695 0.01111
94 H 3.07071 -4.14844 -0.55946
95 H 2.70319 1.60019 -3.06413
96 H 2.73031 1.12045 -1.35192
97 H -3.41684 4.03335 0.97264
98 H -2.72568 5.52422 1.62480
99 H -1.88063 7.03826 -3.85241
100 H -1.66158 6.66082 -5.56964
101 H -0.67088 7.09741 -1.65243
102 H 5.14568 -4.85988 3.41137
103 H 0.02583 6.18419 -0.31480
104 H -1.35265 -2.92471 -1.48190
105 H -1.68832 4.13305 1.27992
106 H 0.94726 0.80798 -4.76656
107 H -5.46702 3.54036 -2.44103
108 H 5.26091 -2.24932 6.87119
109 H -0.57181 -4.42461 -2.06534
110 H 1.33630 -2.90256 3.45128

- total charge = -2
- energy above the lowest of the compared OMol25 structures with the same formula, charge and spin (kcal/mol) = 1.1
- E_HOMO (eV) = -1.761
- lowest unoccupied orbital energy (eV) = 3.5

---

| no. | energy (Ha) |
| --- | --- |
| 1 | -327.06656 |
| 2 | -416.88921 |
| 3 | -404.41616 |
| 4 | -3171.59450 |
| 5 | -420.36739 |
| 6 | -6097.40877 |